No. 1
C5H11N | the ωB97M-V functional and the def2-TZVPD basis

HOMO-LUMO gap	10.98	eV
electronic energy	-251.82420	Eh
E_HOMO	-9.771	eV
spin multiplicity	1
LUMO level	1.208	eV
energy relative to the best compared isomer or geometry (same formula, charge and spin)	24.1	kcal per mole

Last column: natural (NBO) charge in e.
Atoms and positions in Å:
C  -1.05  -2.08  1.53  -0.05
N  -0.12  -1.29  1.24  -0.38
C  -0.54  -0.02  0.65  -0.27
C  0.68  0.87  0.31  -0.41
C  0.60  1.62  -1.01  -0.39
C  0.51  0.65  -2.21  -0.61
H  -0.85  -3.05  1.96  0.17
H  -2.12  -1.89  1.39  0.13
H  -1.11  -0.27  -0.25  0.19
H  -1.17  0.57  1.31  0.19
H  1.59  0.28  0.29  0.21
H  0.82  1.50  1.19  0.20
H  1.46  2.27  -1.16  0.21
H  -0.32  2.21  -1.07  0.19
H  1.37  -0.01  -2.33  0.20
H  -0.35  0.00  -2.16  0.20
H  0.49  1.22  -3.14  0.21

---

No. 2
C28H34AgCl2F3N4O2 | the ωB97M-V functional and the def2-TZVPD basis

HOMO-LUMO gap	3.97	eV
net charge	+2
electronic energy	-2823.14531	Eh
E_HOMO	-10.598	eV
spin multiplicity	1
LUMO level	-6.630	eV
energy relative to the best compared isomer or geometry (same formula, charge and spin)	49.6	kcal per mole

Last column: Mulliken charge in e.
Atoms and positions in Å:
Ag  18.01  -7.12  -20.10  0.46
C  15.64  -5.47  -18.88  -0.15
O  17.06  -5.43  -18.49  0.29
O  15.58  -6.10  -20.13  -0.71
C  14.63  -5.92  -17.70  0.88
F  13.52  -5.21  -17.78  -0.32
F  14.32  -7.17  -17.82  -0.24
F  15.00  -5.80  -16.48  -0.30
C  17.45  -4.82  -17.20  -0.41
C  18.98  -4.55  -17.16  -1.19
H  19.27  -3.88  -16.35  0.35
H  19.54  -5.48  -17.17  0.32
H  19.39  -4.24  -18.12  0.29
H  17.14  -5.28  -16.26  0.34
H  17.04  -3.81  -17.28  0.32
H  15.40  -4.41  -18.94  -0.05
C  15.97  -6.21  -24.15  -0.92
N  16.50  -5.05  -23.44  0.27
C  15.85  -3.90  -23.60  -0.35
C  16.17  -2.81  -22.77  -0.80
C  17.21  -2.88  -21.87  0.99
C  17.96  -4.04  -21.75  -0.15
C  17.61  -5.11  -22.60  -0.74
C  17.47  -1.73  -20.98  0.39
C  17.69  -1.97  -19.62  -0.24
C  17.81  -0.92  -18.73  -0.60
N  17.81  0.37  -19.21  0.09
C  17.62  0.62  -20.53  -0.31
C  17.42  -0.41  -21.44  -0.72
C  17.83  1.53  -18.27  -0.98
H  15.49  -6.98  -23.54  0.18
H  16.88  -6.62  -24.58  0.42
H  15.34  -5.88  -24.97  0.38
H  15.08  -3.88  -24.37  0.39
H  15.58  -1.91  -22.81  0.54
H  18.75  -4.17  -21.02  0.37
H  18.17  -6.01  -22.47  0.63
H  17.88  -2.93  -19.18  0.13
H  18.01  -0.93  -17.67  0.60
H  17.47  1.63  -20.89  0.39
H  17.25  -0.21  -22.48  0.57
H  17.27  1.28  -17.38  0.42
H  17.23  2.31  -18.74  0.36
H  18.87  1.84  -18.16  0.31
C  16.68  -15.12  -14.19  -0.89
N  16.15  -14.49  -15.32  0.00
C  16.91  -14.22  -16.36  -0.10
C  16.42  -13.43  -17.42  -0.72
C  15.13  -12.94  -17.32  0.66
C  14.35  -13.28  -16.27  -0.63
C  14.86  -14.12  -15.28  -0.38
C  14.77  -11.85  -18.27  1.07
C  15.60  -10.73  -18.63  -0.90
C  15.19  -9.78  -19.63  -0.09
N  13.93  -9.87  -20.16  0.21
C  13.13  -10.86  -19.75  -0.34
C  13.47  -11.81  -18.83  -0.75
C  13.58  -9.03  -21.35  -0.78
H  16.74  -14.43  -13.35  0.39
H  17.63  -15.61  -14.39  0.28
H  15.95  -15.84  -13.82  0.38
H  17.88  -14.69  -16.40  0.38
H  17.01  -13.28  -18.31  0.53
H  13.37  -12.84  -16.12  0.50
H  14.37  -14.36  -14.35  0.46
H  16.54  -10.55  -18.12  0.52
H  15.69  -8.84  -19.77  0.26
H  12.15  -10.86  -20.21  0.40
H  12.80  -12.62  -18.59  0.50
H  13.91  -8.02  -21.10  0.23
H  12.50  -8.99  -21.49  0.35
H  14.09  -9.58  -22.13  0.36
Cl  18.91  -8.45  -17.77  -0.74
Cl  20.68  -6.19  -20.76  -0.63

---

No. 3
C26H32Cl6F18O12 | the ωB97M-V functional and the def2-TZVPD basis

HOMO-LUMO gap	11.55	eV
electronic energy	-6471.66067	Eh
E_HOMO	-11.118	eV
spin multiplicity	1
LUMO level	0.431	eV
energy relative to the best compared isomer or geometry (same formula, charge and spin)	0.0	kcal per mole

Last column: Mulliken charge in e.
Atoms and positions in Å:
C  -3.19  1.41  -0.06  0.87
C  -4.00  1.59  -1.35  -0.89
O  -3.45  2.57  -2.24  -0.25
C  -3.55  3.81  -1.84  0.52
O  -4.04  4.21  -0.82  -0.57
C  -2.91  4.79  -2.85  0.85
F  -2.56  4.21  -4.01  -0.26
F  -3.75  5.79  -3.12  -0.26
F  -1.81  5.31  -2.30  -0.23
H  -3.73  1.86  0.77  0.63
H  -2.23  1.92  -0.12  -0.50
H  -3.03  0.35  0.10  -0.68
H  -5.04  1.84  -1.14  0.45
H  -4.06  0.65  -1.90  0.31
C  4.48  2.13  -1.53  -1.41
C  3.41  1.62  -2.46  0.80
O  3.87  0.41  -3.11  -0.29
C  3.52  -0.73  -2.58  0.30
O  2.96  -0.89  -1.53  -0.42
C  3.97  -1.93  -3.45  0.73
F  2.94  -2.76  -3.63  -0.22
F  4.41  -1.54  -4.65  -0.24
F  4.95  -2.59  -2.82  -0.25
H  4.76  1.36  -0.80  0.33
H  4.18  2.99  -0.92  0.32
H  5.40  2.36  -2.06  0.40
H  3.26  2.31  -3.28  0.21
H  2.47  1.43  -1.95  -0.38
C  -2.40  5.04  2.63  -1.35
C  -1.91  3.61  2.48  0.05
O  -1.09  3.43  1.32  0.10
C  0.16  3.84  1.38  -0.07
O  0.71  4.35  2.32  -0.56
C  0.88  3.58  0.06  1.00
F  1.41  2.35  0.05  -0.10
F  0.05  3.68  -0.98  -0.14
F  1.87  4.46  -0.12  -0.28
H  -1.60  5.72  2.90  0.36
H  -3.09  5.02  3.48  0.42
H  -2.88  5.35  1.71  0.29
H  -2.78  2.98  2.31  -0.06
H  -1.41  3.23  3.37  0.42
C  3.80  -4.56  3.51  -1.11
C  2.56  -4.49  4.36  -0.04
O  2.20  -3.12  4.60  -0.15
C  1.54  -2.85  5.71  0.32
O  1.07  -3.64  6.47  -0.55
C  1.44  -1.32  5.88  0.86
F  0.89  -1.01  7.04  -0.26
F  2.63  -0.74  5.78  -0.26
F  0.65  -0.83  4.90  -0.10
H  3.90  -5.58  3.13  0.39
H  4.68  -4.37  4.14  0.34
H  3.80  -3.86  2.68  0.17
H  2.71  -5.02  5.30  0.44
H  1.70  -4.97  3.89  0.00
C  2.39  1.38  -6.26  -0.79
C  0.96  1.77  -6.01  -0.45
O  0.58  1.52  -4.63  -0.21
C  -0.01  0.37  -4.38  -0.01
O  -0.38  -0.46  -5.16  -0.55
C  -0.23  0.15  -2.86  0.98
F  -1.56  0.13  -2.64  -0.21
F  0.24  -1.03  -2.49  -0.22
F  0.31  1.10  -2.10  -0.16
H  3.09  2.20  -6.10  0.32
H  2.51  1.13  -7.32  0.36
H  2.67  0.49  -5.70  0.06
H  0.26  1.24  -6.66  0.42
H  0.80  2.84  -6.14  0.33
C  -0.83  -4.52  2.34  -0.52
C  -1.09  -4.57  0.84  -0.49
O  -2.19  -3.70  0.51  -0.04
C  -3.19  -4.19  -0.19  0.30
O  -3.40  -5.34  -0.46  -0.55
C  -4.18  -3.10  -0.63  0.96
F  -4.38  -3.15  -1.94  -0.27
F  -5.36  -3.31  -0.02  -0.27
F  -3.77  -1.86  -0.31  -0.24
H  -0.23  -5.40  2.60  0.37
H  -1.78  -4.59  2.87  0.26
H  -0.26  -3.66  2.67  -0.14
H  -1.32  -5.60  0.59  0.46
H  -0.23  -4.24  0.27  0.22
Cl  1.73  0.25  2.21  -0.17
C  1.18  -0.76  0.88  1.96
Cl  -0.59  -0.84  0.91  0.09
Cl  1.89  -2.37  1.00  -0.12
H  1.51  -0.36  -0.06  -1.61
Cl  -2.41  -1.57  5.61  -0.13
C  -2.67  -1.28  3.88  1.07
Cl  -3.19  0.38  3.59  -0.12
Cl  -3.87  -2.41  3.24  -0.13
H  -1.72  -1.43  3.39  -0.75

---

No. 4
C2H5BrNO | the ωB97M-V functional and the def2-TZVPD basis

HOMO-LUMO gap	11.03	eV
net charge	+1
electronic energy	-2782.91827	Eh
E_HOMO	-15.317	eV
spin multiplicity	1
LUMO level	-4.287	eV
energy relative to the best compared isomer or geometry (same formula, charge and spin)	11.5	kcal per mole

Last column: natural (NBO) charge in e.
Atoms and positions in Å:
N  0.74  -0.01  -1.15  -0.84
C  0.47  0.26  0.50  0.75
O  1.38  0.67  1.06  -0.39
C  -0.99  -0.10  1.13  -0.52
Br  -2.33  -0.22  -0.30  0.10
H  -0.01  -0.48  -1.65  0.45
H  1.52  -0.64  -1.43  0.45
H  1.02  0.90  -1.59  0.46
H  -0.72  -1.04  1.56  0.27
H  -1.08  0.67  1.86  0.28

---

No. 5
C28H33N5O2Sr | the ωB97M-V functional and the def2-TZVPD basis

HOMO-LUMO gap	7.03	eV
electronic energy	-1541.81042	Eh
E_HOMO	-6.958	eV
spin multiplicity	1
LUMO level	0.067	eV
energy relative to the best compared isomer or geometry (same formula, charge and spin)	0.0	kcal per mole

Last column: natural (NBO) charge in e.
Atoms and positions in Å:
Sr  -0.53  0.82  0.14  1.75
O  -2.72  0.57  4.01  -0.69
C  -2.32  0.68  2.85  0.60
N  -1.10  1.03  2.42  -0.81
C  -0.17  1.31  3.48  -0.27
C  1.09  1.99  2.96  0.25
C  2.16  2.19  3.85  -0.25
C  3.29  2.84  3.42  -0.15
C  3.35  3.28  2.10  -0.28
C  2.27  3.02  1.29  0.06
N  1.16  2.40  1.69  -0.52
C  -3.33  0.35  1.73  0.15
C  -4.49  -0.32  2.08  -0.22
C  -5.40  -0.65  1.09  -0.15
C  -5.14  -0.27  -0.21  -0.26
C  -3.97  0.41  -0.47  0.04
N  -3.07  0.72  0.47  -0.53
H  0.14  0.40  4.02  0.20
H  -0.60  1.94  4.27  0.22
H  2.07  1.83  4.86  0.22
H  4.12  3.00  4.09  0.22
H  4.22  3.79  1.70  0.22
H  2.29  3.32  0.24  0.18
H  -4.64  -0.58  3.12  0.25
H  -6.31  -1.19  1.34  0.22
H  -5.82  -0.51  -1.02  0.22
H  -3.73  0.71  -1.49  0.18
N  -1.19  3.46  -0.46  -0.88
C  -1.30  3.82  -1.86  -0.23
C  -0.29  3.08  -2.71  -0.23
N  -0.46  1.64  -2.57  -0.88
H  -2.01  3.68  0.10  0.39
H  -0.40  3.89  0.01  0.38
H  -1.18  4.90  -2.04  0.18
H  -2.31  3.56  -2.20  0.19
H  0.72  3.34  -2.37  0.19
H  -0.37  3.43  -3.75  0.18
H  0.23  1.15  -3.14  0.38
H  -1.36  1.36  -2.96  0.37
C  3.22  -1.34  -1.43  -0.44
C  3.57  -1.58  0.04  -0.43
C  2.55  -0.72  0.77  -0.08
O  2.12  0.31  -0.16  -0.60
C  2.77  0.11  -1.42  -0.06
H  2.40  -1.99  -1.75  0.24
H  4.06  -1.51  -2.10  0.22
H  4.58  -1.26  0.25  0.20
H  3.47  -2.63  0.32  0.23
H  2.98  -0.21  1.64  0.18
H  1.67  -1.28  1.08  0.22
H  3.62  0.80  -1.49  0.16
H  2.07  0.34  -2.21  0.17
C  0.42  -4.16  -3.65  -0.24
C  0.20  -2.76  -3.76  -0.25
C  -0.11  -2.05  -2.63  -0.18
C  -0.23  -2.64  -1.34  -0.14
C  -0.51  -1.81  -0.20  -0.48
C  -0.68  -2.53  0.97  -0.30
C  -0.54  -3.94  1.07  -0.21
C  -0.21  -4.69  -0.02  -0.26
C  -0.04  -4.04  -1.27  0.00
C  0.29  -4.77  -2.44  -0.20
H  0.68  -4.73  -4.53  0.21
H  0.28  -2.27  -4.72  0.20
H  -0.28  -0.98  -2.70  0.18
H  -0.92  -2.02  1.90  0.19
H  -0.68  -4.43  2.03  0.20
H  -0.08  -5.76  0.05  0.20
H  0.44  -5.85  -2.36  0.20